This record from the Open Molecules 2025 dataset describes a 16-piece molecular cluster, C54H115N4O32 overall in a non-equilibrium geometry. The level of theory is ωB97M-V/def2-TZVPD.

Cartesian coordinates (Å):
C -0.6377 1.6636 3.3332
C -1.2700 0.5629 2.4452
N -0.6906 0.5841 1.1254
C -1.1682 1.3619 0.0858
C -0.4395 1.1895 -1.0458
N 0.5151 0.2242 -0.7020
C 0.3249 -0.1784 0.6014
C 1.6182 -0.2186 -1.5151
H -0.8655 2.6338 2.8917
H 0.4321 1.5708 3.5207
H -1.0826 1.6334 4.3278
H -2.3593 0.6023 2.4363
H -1.0735 -0.3997 2.9172
H -2.0389 1.9763 0.2609
H -0.4262 1.6188 -2.0367
H 0.9326 -0.8768 1.1576
H 1.5697 -1.2933 -1.6906
H 2.4986 0.0878 -0.9502
H 1.5440 0.2260 -2.5075
C -0.0820 -9.4377 3.4586
C 0.2332 -8.3263 4.2201
C -0.4634 -7.0406 3.9462
O -0.2585 -5.8997 4.5369
C -1.3979 -6.9129 2.9969
C -1.9080 -8.0561 2.2126
C -1.0983 -9.4200 2.3939
O -1.4237 -10.4103 1.7667
O -2.9628 -8.0069 1.5400
O 1.2020 -8.5566 5.0416
H 0.3572 -10.4210 3.5403
H -1.9724 -6.0230 2.7862
C -3.9187 8.3487 1.2901
C -2.5012 7.7475 1.1813
O -2.0099 8.0557 -0.1478
C -0.7382 7.6550 -0.5276
O -0.1077 8.0551 -1.4788
O -0.3258 6.6424 0.2148
C 0.9351 6.1524 0.0830
H -3.8544 9.4264 1.4404
H -4.4164 7.9169 2.1584
H -4.5110 8.2111 0.3855
H -2.5351 6.6643 1.2985
H -1.8127 8.1255 1.9371
H 1.1250 5.6619 -0.8717
H 1.0272 5.4608 0.9205
H 1.6245 6.9817 0.2416
C -0.6613 6.9174 8.0431
C 0.4000 7.5459 7.1163
O 1.4141 6.6163 6.8932
C 2.3868 6.8668 5.9966
O 2.2990 7.7205 5.1560
O 3.4206 6.0082 6.1392
C 4.5974 6.1643 5.3302
H -0.1770 6.6580 8.9845
H -0.9633 6.0008 7.5364
H -1.4702 7.6259 8.2214
H 0.8103 8.4809 7.4979
H -0.1351 7.7237 6.1834
H 5.3472 5.4872 5.7394
H 5.0456 7.1570 5.3717
H 4.2631 5.9660 4.3118
C 7.4254 3.3673 -9.2470
C 6.1107 2.9599 -8.6422
O 6.2166 2.8815 -7.2177
C 5.9822 3.8427 -6.3087
O 6.0146 3.6667 -5.0903
O 5.7240 5.0074 -6.9537
C 5.7208 6.2635 -6.2350
H 7.7960 4.3093 -8.8426
H 7.4197 3.6942 -10.2868
H 8.2566 2.6963 -9.0302
H 5.8166 2.0028 -9.0730
H 5.2988 3.6504 -8.8703
H 6.6961 6.6819 -6.4834
H 5.5586 6.1682 -5.1614
H 4.9834 6.9867 -6.5834
C -7.8550 -0.1412 -3.5529
C -8.7580 -0.4214 -2.3584
O -9.8804 -1.1648 -2.6711
C -10.5256 -1.7297 -1.6741
O -10.5433 -1.3380 -0.5159
O -11.1976 -2.6584 -2.2151
C -12.2953 -3.1858 -1.4920
H -7.6019 -1.0083 -4.1630
H -6.9910 0.4707 -3.2939
H -8.4529 0.4074 -4.2807
H -8.9869 0.5327 -1.8837
H -8.1016 -1.0391 -1.7455
H -12.3818 -3.1476 -0.4061
H -12.4332 -4.2387 -1.7379
H -13.2128 -2.7258 -1.8589
C -4.9126 2.9241 -11.8471
C -4.0872 2.8780 -10.6187
O -3.4605 4.1436 -10.4214
C -2.7131 4.3456 -9.3189
O -2.3311 3.4828 -8.4815
O -2.3043 5.6291 -9.4074
C -1.2749 6.1328 -8.6442
H -4.3752 3.2912 -12.7214
H -5.8113 3.5098 -11.6535
H -5.2525 1.9202 -12.1015
H -3.3166 2.1446 -10.8559
H -4.5766 2.4717 -9.7335
H -0.3040 5.6530 -8.7680
H -1.3909 6.3132 -7.5755
H -1.0556 7.0746 -9.1472
C 2.9189 2.1371 11.6369
C 2.5156 2.5885 13.0132
O 3.0635 1.7338 13.9408
C 3.1325 2.0912 15.2175
O 2.6424 3.1432 15.7179
O 3.6939 1.1080 15.8941
C 3.8451 1.2543 17.3273
H 2.5512 2.7523 10.8157
H 2.5206 1.1515 11.3961
H 3.9964 2.1340 11.4721
H 1.4338 2.7133 12.9648
H 2.8852 3.5952 13.2079
H 4.4123 0.3625 17.5939
H 2.8407 1.2334 17.7501
H 4.3282 2.1903 17.6077
C 10.6110 -0.1553 4.3204
O 10.4459 -0.8930 3.0724
C 10.1858 -0.1431 1.9045
C 10.1204 -1.1538 0.7168
N 8.9344 -2.0373 0.8675
C 8.7575 -2.9052 -0.2642
C 7.7315 -4.0125 0.0690
O 6.4724 -3.4243 0.4434
C 5.5077 -4.3952 0.9061
H 11.2721 0.6958 4.1574
H 10.9525 -0.7553 5.1639
H 9.6305 0.2781 4.5180
H 11.0294 0.5088 1.6777
H 9.3398 0.5396 1.9832
H 11.0727 -1.6835 0.7407
H 10.0855 -0.5631 -0.1986
H 9.1120 -2.6051 1.6837
H 9.7053 -3.4267 -0.3978
H 8.4958 -2.3937 -1.1904
H 8.0598 -4.6983 0.8500
H 7.5832 -4.6008 -0.8366
H 5.6618 -4.6311 1.9591
H 5.6261 -5.3155 0.3343
H 4.4718 -4.1043 0.7320
C -3.8039 -9.8029 -7.4071
O -2.5180 -9.7180 -6.8310
C -2.4405 -8.7383 -5.8345
C -1.0427 -8.8566 -5.1279
N -0.0642 -8.2861 -6.0652
C 1.2669 -8.5002 -5.4783
C 2.3707 -8.4171 -6.5412
O 2.3911 -9.6074 -7.3037
C 3.3880 -9.5557 -8.3330
H -4.1620 -8.8755 -7.8540
H -4.6128 -10.1188 -6.7484
H -3.6531 -10.4810 -8.2471
H -3.2473 -8.9607 -5.1360
H -2.6016 -7.7542 -6.2745
H -0.7789 -9.8642 -4.8065
H -1.1543 -8.3062 -4.1938
H -0.1474 -8.7569 -6.9548
H 1.4124 -9.4772 -5.0175
H 1.5620 -7.7823 -4.7130
H 3.3154 -8.2488 -6.0242
H 2.1254 -7.6446 -7.2699
H 4.3935 -9.2434 -8.0507
H 3.0305 -8.9345 -9.1543
H 3.4857 -10.5853 -8.6769
C -8.7902 -0.8486 8.6172
O -8.0696 -0.3800 7.4745
H -8.8627 -0.0107 9.3106
H -9.7662 -1.2762 8.3878
H -8.1395 -1.5260 9.1701
H -7.5714 -1.0815 7.0486
C 4.9470 -0.5110 4.8221
O 5.0360 -0.0440 3.4442
H 3.9146 -0.6516 5.1424
H 5.5606 -1.4096 4.8855
H 5.2985 0.2318 5.5382
H 5.8562 -0.3924 3.0872
C -6.4016 -4.3289 4.2351
O -5.4893 -3.7712 5.1882
H -6.2255 -5.4033 4.1831
H -7.4508 -4.1039 4.4266
H -6.3146 -3.9699 3.2096
H -4.6594 -4.2511 5.1382
C -7.8231 3.8187 2.8906
O -6.9495 4.0321 1.7804
H -8.5535 3.0314 2.7044
H -7.1664 3.4161 3.6618
H -8.3900 4.6963 3.2012
H -7.3862 4.5228 1.0802
C -6.1268 5.9028 -3.7251
O -7.3928 5.4366 -3.3727
H -6.0212 6.9833 -3.8228
H -5.3432 5.4501 -3.1175
H -5.7960 5.5540 -4.7034
H -7.8872 5.3730 -4.1931
C -1.0272 -3.0093 -8.0340
O -0.0666 -3.2941 -7.0384
H -1.0882 -1.9912 -8.4185
H -0.7243 -3.6177 -8.8861
H -2.0405 -3.3708 -7.8584
H -0.0529 -4.2106 -6.7531

- HOMO (eV) = -1.12
- HOMO-LUMO gap (eV) = 1.311
- LUMO (eV) = 0.190
- charge = -1

=====

This record from the Open Molecules 2025 dataset describes one molecule with the formula C8H9BrO in a non-equilibrium geometry. The level of theory is ωB97M-V/def2-TZVPD.

Cartesian coordinates (Å):
C -0.3212 2.1045 -0.1459
C -1.2466 -0.3905 1.2472
C 0.8810 1.4945 -0.4841
C 0.0700 -0.5428 0.7422
C -1.3580 1.2472 -0.4397
C -2.1651 0.5597 0.6731
C 0.7585 0.1333 -0.3149
C 2.0953 -1.9300 -0.6763
O 1.5818 -0.5933 -1.0908
Br -3.6035 -0.5421 -0.3356
H -0.4124 3.0194 0.3861
H -1.4690 -0.9673 2.1236
H 1.8116 1.9856 -0.8049
H 0.6641 -1.3437 1.0714
H -1.2678 0.7732 -1.3995
H -2.6795 1.2427 1.3785
H 2.5230 -2.0338 -1.6241
H 1.3132 -2.5830 -0.3248
H 2.8247 -1.6338 0.0187

- HOMO (spin up / spin down) (eV) = -7.95 / -7.95
- HOMO-LUMO gap (spin up / spin down) (eV) = 7.899 / 7.899
- LUMO (spin up / spin down) (eV) = -0.050 / -0.050
- charge = 0
- energy relative to the best compared isomer or geometry (same formula, charge and spin) (kcal/mol) = 82.29
- SMILES = COC1=CC=C[C@@H](Br)C=C1

=====

This record from the Open Molecules 2025 dataset describes one molecule with the formula CH2N4O in a non-equilibrium geometry. The level of theory is ωB97M-V/def2-TZVPD.

Cartesian coordinates (Å):
C 0.0049 0.2567 0.7065
H -0.6848 0.8676 2.2976
H 0.6843 -0.5323 -2.3468
N -0.0998 1.2779 1.4474
N -0.3058 -1.0296 0.5510
N -0.4290 -1.2954 -0.7023
N 0.1440 -0.2792 -1.3637
O 0.6862 0.7342 -0.5897

- HOMO (eV) = -9.53
- HOMO-LUMO gap (eV) = 9.102
- LUMO (eV) = -0.425
- charge = 0
- energy relative to the best compared isomer or geometry (same formula, charge and spin) (kcal/mol) = 85.44
- SMILES = [H]/N=c1\nn[nH]o1

=====

This record from the Open Molecules 2025 dataset describes one molecule with the formula CH2N4O. The level of theory is ωB97M-V/def2-TZVPD.

Cartesian coordinates (Å):
N -0.8983 1.3639 -0.0176
C 0.0226 0.4804 -0.1033
N 1.3315 0.2779 -0.4408
O 1.5320 -1.0800 -0.2219
N 0.4797 -1.7076 0.2081
N -0.4117 -0.7995 0.2817
H -0.6699 2.3112 -0.2666
H -1.3858 -0.8461 0.5604

- HOMO (eV) = -8.77
- HOMO-LUMO gap (eV) = 8.158
- LUMO (eV) = -0.615
- charge = 0
- energy relative to the best compared isomer or geometry (same formula, charge and spin) (kcal/mol) = 80.41

=====

This record from the Open Molecules 2025 dataset describes a 14-piece molecular cluster, H28O14 overall in a non-equilibrium geometry. The level of theory is ωB97M-V/def2-TZVPD.

Cartesian coordinates (Å):
O 2.1383 -0.6182 1.0320
H 2.9253 -0.3602 0.4100
H 1.7823 0.2718 1.4450
O 2.9483 -3.1462 -0.3100
H 3.6173 -3.4612 0.2570
H 2.4323 -2.4332 0.2430
O -1.3417 0.6468 -3.3310
H -2.1977 0.5398 -2.8710
H -0.9127 1.2528 -2.7850
O -0.3947 -0.4392 -0.3540
H 0.1323 -0.7072 0.4210
H 0.0493 0.2728 -0.7430
O 0.2343 3.2948 0.7130
H -0.2307 3.0598 -0.1430
H 1.1843 3.4478 0.5520
O -2.5407 1.0828 -0.0380
H -2.1127 0.1158 -0.0060
H -3.3547 0.9118 -0.7190
O -0.6417 -2.2262 2.4850
H -0.3087 -3.0082 2.0490
H -0.1777 -2.2382 3.3640
O 0.9163 1.4858 2.7190
H 0.8093 2.1908 1.8380
H 0.1083 1.0568 2.7510
O -1.4307 2.6658 -1.5710
H -2.3367 2.8078 -1.3740
H -1.4487 3.0368 -2.4490
O 2.6463 -1.3802 -2.6090
H 2.2113 -0.6792 -2.5870
H 2.9643 -1.8502 -1.7010
O 1.8323 1.3308 -1.0230
H 1.9133 1.9308 -1.8070
H 2.7433 1.3458 -0.5890
O -2.3477 -1.2892 1.4940
H -2.7847 -1.7532 2.1440
H -1.6617 -1.9192 1.7190
O -0.7467 -2.5352 -2.3320
H -0.7707 -1.7112 -1.8330
H -0.1847 -2.3072 -2.9830
O -1.6227 0.4328 3.1800
H -1.8867 -0.3002 2.5140
H -2.1547 1.1808 2.8260

- HOMO (eV) = -10.26
- HOMO-LUMO gap (eV) = 9.838
- LUMO (eV) = -0.426
- charge = 0
- energy relative to the best compared isomer or geometry (same formula, charge and spin) (kcal/mol) = 134.46

=====

This record from the Open Molecules 2025 dataset describes C31H26N8NaO2P as an isolated structure. The level of theory is ωB97M-V/def2-TZVPD.

Cartesian coordinates (Å):
Na 0.6278 -0.1877 0.0397
O -2.4436 -0.7390 -2.8765
C -1.5937 -0.7937 -2.0022
N -0.6891 0.1463 -1.6647
C -0.9836 1.4462 -1.6455
O -2.0784 2.0015 -1.6461
C 0.2310 2.3563 -1.4881
C 0.1479 3.6499 -1.9968
C 1.2291 4.4988 -1.8507
C 2.3478 4.0422 -1.1680
C 2.3244 2.7517 -0.6671
N 1.3028 1.9187 -0.8281
C -1.4716 -2.0943 -1.2088
C -2.4148 -3.0880 -1.4518
C -2.3707 -4.2536 -0.7093
C -1.3839 -4.3936 0.2541
C -0.4853 -3.3518 0.4274
N -0.5216 -2.2302 -0.2815
H -0.7663 3.9531 -2.4846
H 1.2013 5.5023 -2.2549
H 3.2146 4.6703 -1.0179
H 3.1635 2.3674 -0.0958
H -3.1587 -2.9096 -2.2132
H -3.0973 -5.0385 -0.8733
H -1.3097 -5.2823 0.8647
H 0.2941 -3.4160 1.1808
C -5.0282 1.4872 4.1755
C -4.0465 1.0248 5.0431
C -2.8059 0.6628 4.5534
C -2.5391 0.7543 3.1887
C -3.5256 1.2166 2.3215
C -4.7682 1.5855 2.8186
P -0.9191 0.3571 2.4652
C -0.4548 -1.1800 3.3262
C -1.4254 -2.1694 3.4911
C -1.0825 -3.4290 3.9517
C 0.2396 -3.7279 4.2437
C 1.2133 -2.7591 4.0646
C 0.8703 -1.4975 3.6060
C 0.1370 1.6515 3.2084
C 0.7087 1.5919 4.4758
C 1.4604 2.6504 4.9556
C 1.6398 3.7880 4.1821
C 1.0595 3.8669 2.9256
C 0.3159 2.8019 2.4403
H -5.9976 1.7710 4.5629
H -4.2513 0.9491 6.1028
H -2.0405 0.3038 5.2303
H -3.3200 1.2875 1.2594
H -5.5312 1.9436 2.1411
H -2.4580 -1.9546 3.2506
H -1.8501 -4.1803 4.0773
H 0.5093 -4.7111 4.6052
H 2.2497 -2.9838 4.2823
H 1.6438 -0.7621 3.4500
H 0.5648 0.7158 5.0956
H 1.9013 2.5908 5.9419
H 2.2263 4.6136 4.5627
H 1.1881 4.7519 2.3162
H -0.1316 2.8659 1.4549
N 4.7359 -1.9446 -1.4323
N 4.2352 -1.2063 -0.3789
N 5.0061 -0.6388 0.5134
C 4.1014 -0.1420 1.3516
N 2.8572 -0.4138 0.9621
N 2.9641 -1.1012 -0.1500
H 5.5853 -1.4854 -1.7455
H 4.0430 -1.9131 -2.1749
H 4.3535 0.4185 2.2328

- HOMO (eV) = -8.15
- HOMO-LUMO gap (eV) = 8.164
- LUMO (eV) = 0.014
- charge = 0

=====

This record from the Open Molecules 2025 dataset describes a 8-piece molecular cluster, C8H32O8 overall in a non-equilibrium geometry. The level of theory is ωB97M-V/def2-TZVPD.

Cartesian coordinates (Å):
C 17.4320 -3.3981 -2.6585
O 16.7525 -4.0136 -3.7324
H 17.6046 -2.3364 -2.8695
H 16.8463 -3.5046 -1.7374
H 18.4094 -3.8537 -2.5139
H 15.9170 -3.5462 -3.8675
C 19.2438 -3.5583 1.6315
O 18.5317 -4.2650 0.6364
H 20.2711 -3.9265 1.6400
H 19.3203 -2.4786 1.4596
H 18.8186 -3.6957 2.6281
H 17.6031 -4.3545 0.8529
C 16.5902 -0.5057 -4.6513
O 17.7593 0.2951 -4.6601
H 15.8212 -0.0487 -5.2730
H 16.8043 -1.5044 -5.0418
H 16.1739 -0.5721 -3.6409
H 18.2834 0.0795 -3.8815
C 20.3458 -1.4692 -1.8943
O 19.7616 -0.3355 -2.5020
H 20.2928 -2.3659 -2.5186
H 21.3775 -1.3239 -1.5615
H 19.7905 -1.7068 -0.9832
H 20.3728 -0.0017 -3.1676
C 13.1935 -1.8668 -3.6065
O 14.2973 -2.6154 -3.1220
H 12.2390 -2.3947 -3.5411
H 13.0614 -0.9431 -3.0306
H 13.4214 -1.6027 -4.6350
H 14.1576 -2.8936 -2.2136
C 21.0433 -6.4151 -0.1940
O 20.9083 -5.1361 -0.8055
H 20.2044 -7.0429 -0.5051
H 22.0032 -6.8609 -0.4433
H 21.0481 -6.3424 0.9032
H 20.0572 -4.7856 -0.5164
C 13.7397 -3.5857 -7.0526
O 13.1250 -2.3627 -7.3711
H 13.0361 -4.4183 -7.1672
H 14.6359 -3.8032 -7.6472
H 14.0936 -3.6281 -6.0199
H 12.5130 -2.4672 -8.0977
C 16.3056 -0.9907 0.1912
O 16.4099 0.2802 0.8103
H 16.1884 -0.8652 -0.8900
H 17.1983 -1.5654 0.4299
H 15.4540 -1.5809 0.5559
H 15.5599 0.7248 0.7757

- HOMO (eV) = -9.68
- HOMO-LUMO gap (eV) = 9.914
- LUMO (eV) = 0.233
- charge = 0
- energy relative to the best compared isomer or geometry (same formula, charge and spin) (kcal/mol) = 80.43
- SMILES = CO.CO.CO.CO.CO.CO.CO.CO